(1)
{"formula": "C27H23N5O3", "method": "ωB97M-V with the def2-TZVPD basis set", "elements": ["C", "C", "H", "O", "C", "C", "C", "C", "C", "C", "H", "H", "N", "C", "C", "C", "N", "C", "C", "C", "N", "N", "C", "C", "C", "C", "N", "C", "C", "H", "H", "H", "H", "H", "H", "H", "H", "H", "C", "C", "C", "C", "C", "C", "C", "O", "H", "H", "H", "H", "O", "H", "H", "H", "H", "H", "H", "H"], "xyz": [[4.97, -1.63, 5.39], [3.69, -1.45, 4.59], [3.40, -0.39, 4.56], [3.93, -1.92, 3.28], [2.93, -1.88, 2.37], [3.24, -2.39, 1.10], [2.30, -2.38, 0.09], [1.03, -1.88, 0.34], [0.71, -1.39, 1.60], [1.65, -1.39, 2.61], [1.37, -0.99, 3.57], [-0.28, -0.99, 1.79], [0.04, -1.85, -0.70], [-0.32, -0.62, -1.18], [-1.42, -0.55, -2.12], [-1.96, 0.69, -2.41], [-1.44, 1.83, -1.95], [-2.00, 3.08, -2.04], [-3.19, 3.54, -2.60], [-3.17, 4.92, -2.35], [-2.08, 5.28, -1.70], [-1.37, 4.16, -1.52], [-0.10, 4.20, -0.86], [-0.03, 3.34, 0.38], [1.16, 2.75, 0.76], [1.18, 1.97, 1.91], [0.11, 1.75, 2.66], [-1.02, 2.32, 2.30], [-1.15, 3.13, 1.17], [-2.10, 3.57, 0.92], [-1.87, 2.13, 2.94], [2.09, 1.48, 2.23], [2.06, 2.87, 0.17], [0.69, 3.90, -1.56], [0.06, 5.25, -0.59], [-3.91, 5.65, -2.61], [-3.95, 2.97, -3.09], [-2.85, 0.78, -3.01], [-1.96, -1.78, -2.67], [-2.90, -1.81, -3.70], [-3.38, -3.01, -4.19], [-2.93, -4.22, -3.67], [-1.99, -4.21, -2.67], [-1.50, -3.00, -2.16], [-0.49, -3.07, -1.10], [-0.12, -4.11, -0.59], [-1.60, -5.12, -2.24], [-3.31, -5.15, -4.06], [-4.11, -3.00, -4.98], [-3.26, -0.89, -4.13], [0.29, 0.38, -0.77], [-0.60, 1.69, -1.36], [2.54, -2.77, -0.88], [4.23, -2.77, 0.93], [2.87, -2.03, 5.05], [5.77, -1.06, 4.93], [5.25, -2.67, 5.41], [4.82, -1.28, 6.41]], "lowdin_charge": [-0.065, -0.262, 0.123, -0.050, -0.265, 0.011, 0.007, -0.209, -0.005, -0.019, 0.104, 0.123, 0.113, -0.316, -0.061, 0.015, 0.131, -0.251, -0.013, -0.156, 0.070, -0.117, -0.071, -0.220, -0.026, -0.145, 0.068, -0.137, -0.011, 0.117, 0.106, 0.105, 0.118, 0.137, 0.140, 0.098, 0.090, 0.127, -0.114, -0.027, -0.071, -0.073, -0.004, -0.072, -0.350, 0.112, 0.120, 0.103, 0.106, 0.101, 0.059, 0.106, 0.125, 0.118, 0.127, 0.077, 0.077, 0.075], "energy_ev": -41966.08858, "multiplicity": 1, "gap_ha": 0.2830, "charge": 0, "homo_energy_ha": -0.290}


(2)
{"formula": "C27H23O21P", "method": "ωB97M-V with the def2-TZVPD basis set", "elements": ["O", "P", "O", "C", "O", "O", "C", "C", "O", "H", "H", "H", "H", "H", "H", "H", "C", "C", "C", "O", "C", "C", "C", "O", "O", "O", "H", "H", "H", "H", "C", "C", "C", "O", "C", "C", "C", "O", "O", "O", "H", "H", "H", "H", "C", "C", "C", "O", "C", "C", "C", "O", "O", "O", "H", "H", "H", "H", "C", "C", "C", "O", "C", "C", "C", "O", "O", "O", "H", "H", "H", "H"], "xyz": [[-3.19, 2.79, 0.88], [-3.04, 3.38, -0.54], [-1.81, 2.55, -1.39], [-0.57, 3.28, -1.35], [0.41, 2.71, -0.87], [-0.61, 4.57, -1.90], [0.37, 5.45, -1.30], [0.28, 5.58, 0.29], [-0.91, 6.29, 0.68], [-2.84, 4.80, -0.50], [-4.28, 3.13, -1.22], [0.15, 6.51, -1.72], [1.45, 5.23, -1.63], [1.18, 6.21, 0.65], [0.35, 4.59, 0.84], [-1.11, 7.01, 0.03], [3.96, -1.86, -3.09], [4.66, -1.17, -2.18], [4.13, 0.09, -1.59], [4.79, 0.68, -0.75], [2.83, 0.58, -2.04], [2.13, -0.11, -2.95], [2.64, -1.38, -3.53], [1.97, -1.99, -4.34], [0.92, 0.33, -3.39], [5.88, -1.60, -1.76], [4.33, -2.77, -3.52], [2.47, 1.50, -1.62], [0.62, -0.34, -4.03], [6.18, -0.93, -1.11], [6.23, 0.56, 3.92], [5.73, 0.46, 2.68], [4.49, -0.32, 2.41], [4.05, -0.37, 1.27], [3.84, -0.99, 3.53], [4.34, -0.90, 4.77], [5.57, -0.10, 5.05], [5.99, -0.02, 6.19], [3.75, -1.52, 5.82], [6.34, 1.06, 1.63], [7.13, 1.12, 4.13], [2.95, -1.57, 3.32], [4.30, -1.30, 6.60], [5.79, 0.84, 0.85], [-0.27, -4.40, 1.83], [-1.47, -4.07, 1.37], [-1.65, -3.01, 0.34], [-2.77, -2.75, -0.08], [-0.45, -2.31, -0.14], [0.76, -2.64, 0.32], [0.93, -3.72, 1.34], [2.05, -4.00, 1.72], [1.87, -2.00, -0.11], [-2.60, -4.69, 1.83], [-0.12, -5.17, 2.58], [-0.59, -1.53, -0.88], [2.62, -2.41, 0.37], [-3.34, -4.28, 1.34], [-7.59, -2.37, -1.00], [-6.27, -2.16, -0.86], [-5.66, -0.85, -1.21], [-4.46, -0.68, -1.06], [-6.53, 0.21, -1.72], [-7.84, 0.00, -1.86], [-8.46, -1.30, -1.49], [-9.67, -1.45, -1.62], [-8.67, 0.97, -2.34], [-5.45, -3.15, -0.41], [-8.05, -3.31, -0.75], [-6.07, 1.15, -1.98], [-9.56, 0.58, -2.34], [-4.55, -2.77, -0.39]], "lowdin_charge": [-0.432, 0.760, -0.157, -0.492, 0.112, -0.037, -0.140, -0.207, -0.108, 0.039, 0.023, 0.144, 0.146, 0.136, 0.135, 0.095, 0.079, -0.216, -0.296, 0.063, 0.086, -0.223, -0.314, 0.112, 0.093, 0.101, 0.138, 0.122, 0.116, 0.115, 0.077, -0.212, -0.279, 0.110, 0.086, -0.219, -0.314, 0.109, 0.098, 0.097, 0.137, 0.130, 0.116, 0.071, 0.081, -0.211, -0.271, 0.091, 0.097, -0.207, -0.307, 0.112, 0.092, 0.105, 0.139, 0.141, 0.107, 0.113, 0.074, -0.211, -0.305, 0.119, 0.076, -0.225, -0.318, 0.105, 0.090, 0.081, 0.136, 0.122, 0.115, 0.061], "energy_ev": -80655.12078, "multiplicity": 1, "gap_ha": 0.2901, "charge": 0, "homo_energy_ha": -0.352}


(3)
{"formula": "C27H24AuBrNPS3", "method": "ωB97M-V with the def2-TZVPD basis set", "elements": ["Au", "S", "C", "S", "S", "C", "C", "C", "C", "C", "C", "C", "P", "C", "C", "C", "C", "C", "C", "C", "C", "C", "C", "C", "C", "C", "C", "H", "H", "H", "H", "H", "H", "H", "H", "H", "H", "H", "H", "H", "H", "H", "H", "H", "H", "H", "H", "Br", "C", "C", "C", "N", "C", "C", "H", "H", "H", "H"], "xyz": [[0.21, -1.75, 1.34], [0.99, -2.79, 5.81], [0.67, -2.48, 4.20], [0.92, -0.88, 3.69], [0.10, -3.62, 3.08], [0.98, 2.12, 2.26], [2.22, 1.70, 1.54], [3.46, 2.14, 1.96], [4.61, 1.79, 1.28], [4.53, 1.00, 0.14], [3.30, 0.55, -0.29], [2.14, 0.88, 0.41], [0.51, 0.25, -0.09], [-0.25, 1.81, -0.68], [0.57, 2.74, -1.32], [0.07, 3.96, -1.73], [-1.26, 4.27, -1.49], [-2.08, 3.35, -0.87], [-1.60, 2.11, -0.46], [-2.51, 1.13, 0.20], [0.82, -0.70, -1.60], [0.45, -0.24, -2.85], [0.54, -1.08, -3.95], [0.98, -2.38, -3.79], [1.33, -2.85, -2.54], [1.29, -2.02, -1.42], [1.72, -2.49, -0.12], [1.16, 2.25, 3.33], [0.19, 1.38, 2.13], [0.61, 3.07, 1.86], [3.53, 2.76, 2.85], [5.58, 2.13, 1.63], [5.42, 0.74, -0.41], [3.23, -0.07, -1.18], [1.61, 2.49, -1.49], [0.72, 4.66, -2.23], [-1.65, 5.23, -1.79], [-3.12, 3.59, -0.69], [-3.47, 1.59, 0.43], [-2.07, 0.75, 1.12], [-2.69, 0.28, -0.47], [0.07, 0.76, -2.97], [0.26, -0.71, -4.93], [1.05, -3.04, -4.65], [1.67, -3.87, -2.42], [2.57, -1.96, 0.30], [1.86, -3.56, -0.06], [-6.69, -2.56, 0.11], [-4.83, -2.39, 0.44], [-4.36, -2.24, 1.74], [-3.00, -2.09, 1.91], [-2.14, -2.08, 0.91], [-2.59, -2.24, -0.33], [-3.93, -2.41, -0.62], [-5.03, -2.24, 2.59], [-2.57, -1.97, 2.90], [-1.85, -2.22, -1.11], [-4.27, -2.54, -1.64]], "lowdin_charge": [0.570, 0.507, -1.942, 0.527, 0.537, -0.095, -0.292, -0.034, -0.070, -0.075, -0.089, -0.333, 1.051, -0.306, -0.085, -0.070, -0.068, -0.039, -0.269, -0.050, -0.344, -0.079, -0.085, -0.080, -0.042, -0.357, -0.172, 0.081, 0.008, 0.094, 0.116, 0.104, 0.104, 0.106, 0.114, 0.106, 0.106, 0.111, 0.086, 0.063, 0.070, 0.098, 0.100, 0.104, 0.113, 0.046, 0.053, 0.760, -0.672, -0.086, -0.141, -0.042, -0.150, -0.096, 0.108, 0.103, 0.112, 0.106], "energy_ev": -145407.22905, "multiplicity": 1, "gap_ha": [0.1952, 0.1996], "charge": 0, "homo_energy_ha": [-0.259, -0.261], "relative_energy_kcal_mol": 52.4}